[1]
DFT (ωB97M-V/def2-TZVPD) results for a 4-piece molecular cluster, C21H45FNO7S4 overall at a distorted geometry.

Last column: Mulliken charge in e.
Element x y z (Å)
C: 4.4913 4.4043 0.0023  -1.063
C: 2.9117 3.8893 0.1914  -0.195
C: 2.0577 3.9946 -1.2022  -0.465
S: 1.8557 2.3920 -2.1453  0.119
C: 2.3988 0.8882 -1.1723  -0.494
C: 4.0003 0.8312 -0.8298  -0.227
C: 4.3690 0.5248 0.7376  -0.287
F: 3.2917 -0.1180 1.5247  -0.282
C: -0.0358 2.2135 -2.3493  -0.579
C: -0.7793 2.0743 -0.8976  0.340
O: -1.7406 3.2026 -0.6612  -0.536
C: -1.5993 0.6783 -0.6556  -0.789
N: -1.1674 -0.4861 -1.5174  -0.374
H: 4.5989 5.5755 0.1403  0.350
H: 4.9410 4.0858 -1.0433  0.289
H: 5.1870 3.9284 0.8422  0.268
H: 2.4318 4.6904 0.9356  0.409
H: 2.8459 2.8617 0.7461  0.031
H: 0.9752 4.4006 -0.9112  0.277
H: 2.5150 4.8369 -1.9134  0.415
H: 2.1738 -0.0575 -1.8653  0.350
H: 1.6848 0.7842 -0.2514  0.259
H: 4.4613 1.8717 -1.1879  0.043
H: 4.5290 0.0143 -1.5017  0.430
H: 4.6186 1.5673 1.2491  0.114
H: 5.3326 -0.1616 0.8712  0.310
H: -0.3775 3.2652 -2.7996  0.408
H: -0.3351 1.4134 -3.1484  0.363
H: 0.0333 2.1916 -0.0395  0.230
H: -1.3730 3.7212 0.1388  0.397
H: -2.7774 0.8391 -0.6957  0.279
H: -1.3788 0.3538 0.4716  0.222
H: -0.5946 -1.1282 -0.9264  0.178
H: -2.0620 -1.0216 -1.7331  0.242
C: 0.0098 -4.3271 -5.0597  -0.617
C: -0.7134 -5.5091 -4.4159  -0.633
C: -0.3769 -5.4961 -2.9257  -0.703
S: -0.0479 -3.7919 -2.5025  1.290
O: 1.3458 -3.6708 -2.1295  -0.685
O: -1.1209 -3.2926 -1.6660  -0.736
C: -0.2510 -3.1376 -4.1476  -0.650
H: -0.3455 -4.1388 -6.0770  0.346
H: 1.0855 -4.5341 -5.1089  0.301
H: -1.7956 -5.3919 -4.5508  0.308
H: -0.4263 -6.4591 -4.8772  0.318
H: -1.2096 -5.8660 -2.3221  0.347
H: 0.5243 -6.0780 -2.7138  0.362
H: 0.4436 -2.3116 -4.3096  0.374
H: -1.2829 -2.7868 -4.2431  0.364
C: 2.5222 -3.3419 2.4008  -0.521
C: 2.0826 -2.1796 3.2899  -0.344
C: 1.2252 -2.7602 4.4132  -0.717
S: 1.7913 -4.4369 4.6582  1.131
O: 0.7234 -5.3421 4.2889  -0.648
O: 2.4791 -4.5269 5.9307  -0.659
C: 3.0022 -4.4291 3.3507  -0.762
H: 3.3086 -3.0434 1.7015  0.292
H: 1.6680 -3.7040 1.8164  0.272
H: 2.9675 -1.6913 3.7159  0.270
H: 1.5311 -1.4228 2.7232  0.147
H: 1.3445 -2.1972 5.3423  0.373
H: 0.1690 -2.7967 4.1326  0.394
H: 3.0551 -5.4144 2.8844  0.412
H: 3.9689 -4.1682 3.7916  0.366
C: -6.8148 3.8016 1.2311  -0.625
C: -5.9438 2.8238 0.4437  -0.790
C: -4.5218 2.9326 0.9916  -0.056
S: -4.6808 3.4432 2.6962  1.171
O: -4.1138 4.7681 2.8349  -0.661
O: -4.3025 2.3433 3.5608  -0.680
C: -6.4570 3.5866 2.6941  -0.698
H: -7.8803 3.6338 1.0490  0.355
H: -6.5776 4.8301 0.9336  0.292
H: -6.3182 1.8032 0.5893  0.345
H: -5.9702 3.0328 -0.6303  0.333
H: -3.9991 1.9738 0.9469  0.087
H: -3.9459 3.6960 0.4614  0.168
H: -6.7661 4.4120 3.3377  0.398
H: -6.8693 2.6438 3.0659  0.339

Results
Molecular weight, g/mol: 570.86
Net charge: +1
DFT total energy, eV: -84375.295
Lowest unoccupied orbital energy, eV: -2.9
Relative energy (zero: lowest compared OMol25 entry of this formula, charge and spin), kcal/mol: 107.3
Spin multiplicity: 1
Orbital gap, eV: 8.89

[2]
DFT (ωB97M-V/def2-TZVPD) results for C21H45InNO6S3 as an isolated structure at a distorted geometry.

Last column: Mulliken charge in e.
Element x y z (Å)
C: 3.9267 -0.2952 2.2013  -1.210
C: 2.6188 0.5280 1.9018  0.093
N: 1.4736 -0.3064 2.2910  0.201
C: 0.8693 -0.9737 1.1274  0.534
C: -0.3498 -1.8680 1.4917  -1.043
C: 0.5336 0.3932 3.1173  -0.318
S: 0.0875 -0.2703 4.5734  -0.187
S: -0.1345 1.9883 2.6354  0.077
C: -0.8977 2.7455 4.1097  -0.877
C: -2.4505 2.6917 4.1664  -0.377
C: -3.1644 3.0877 2.8275  -1.138
In: -3.6348 1.2981 1.5029  1.008
S: -3.4478 -0.6995 3.0005  -0.582
C: -2.1398 1.3469 -0.1909  0.011
C: -2.7446 1.0429 -1.5907  -0.278
O: -3.5806 2.1565 -1.9747  -0.536
C: -5.6803 1.3972 0.5829  -1.141
C: -6.7303 0.4143 1.1759  -0.451
C: -6.3488 -1.0921 1.0472  -0.482
O: -5.2205 -1.3462 0.2068  -0.467
H: 4.6362 -0.2650 1.3611  0.193
H: 4.3855 -0.0034 3.1579  0.336
H: 3.6141 -1.3473 2.3309  0.338
H: 2.6388 0.7411 0.8207  -0.145
H: 2.6565 1.4961 2.4167  0.564
H: 0.6501 -0.2912 0.2844  -0.266
H: 1.6441 -1.6724 0.7467  0.084
H: -0.2917 -2.2274 2.5244  0.373
H: -1.2614 -1.2967 1.2787  -0.125
H: -0.3829 -2.7630 0.8425  0.415
H: -0.6143 3.8116 4.1589  0.378
H: -0.5119 2.2971 5.0413  0.470
H: -2.8479 1.7323 4.5293  0.157
H: -2.7322 3.4503 4.9300  0.345
H: -2.6043 3.8698 2.2838  0.275
H: -4.1507 3.5080 3.1045  0.326
H: -3.5583 -1.8265 2.2465  0.052
H: -1.2763 0.6897 0.0155  -0.521
H: -1.7287 2.3791 -0.2422  0.311
H: -1.9129 1.0233 -2.3322  0.004
H: -3.3196 0.1091 -1.6016  0.239
H: -2.9793 2.8872 -2.1279  0.319
H: -5.5591 1.1255 -0.4826  0.198
H: -6.0754 2.4277 0.6040  0.478
H: -7.6734 0.5449 0.5981  0.325
H: -6.9805 0.6866 2.2171  0.228
H: -6.1432 -1.5033 2.0459  0.161
H: -7.2021 -1.6611 0.6267  0.412
H: -5.5259 -1.6055 -0.6626  0.274
O: 2.8090 1.7726 -1.3256  -0.597
C: 2.1310 1.4356 -2.2596  0.795
O: 1.9408 0.1319 -2.4916  -0.092
C: 1.0147 -0.3926 -3.4522  0.036
C: 1.6535 -0.4884 -4.8194  -1.088
C: 1.5550 2.4475 -3.2164  -1.328
H: 0.0831 0.1762 -3.4535  -0.128
H: 0.7642 -1.3933 -3.1011  0.397
H: 1.9386 0.4932 -5.2042  0.291
H: 0.9734 -0.9542 -5.5343  0.418
H: 2.5620 -1.0847 -4.7503  0.214
H: 2.3027 2.6860 -3.9726  0.309
H: 1.3175 3.3492 -2.6548  0.355
H: 0.6346 2.1261 -3.6986  0.397
O: 3.3486 -2.9772 -3.9904  -0.596
C: 3.9485 -2.9286 -2.9486  0.928
O: 4.7459 -1.8830 -2.7007  -0.372
C: 5.3288 -1.6107 -1.4213  0.167
C: 6.6318 -2.3597 -1.2338  -1.239
C: 3.8778 -4.0554 -1.9498  -1.188
H: 4.6147 -1.8059 -0.6203  -0.081
H: 5.5186 -0.5383 -1.4091  0.389
H: 6.4815 -3.4401 -1.2543  0.283
H: 7.0910 -2.0939 -0.2808  0.384
H: 7.3273 -2.1173 -2.0389  0.322
H: 4.6096 -4.8160 -2.2209  0.315
H: 2.8811 -4.4902 -1.9966  0.310
H: 4.0358 -3.7443 -0.9196  0.362

Results
Molecular weight, g/mol: 618.61
Net charge: -1
DFT total energy, eV: -73960.642
Lowest unoccupied orbital energy, eV: 2.2
Spin multiplicity: 1
Orbital gap, eV: 6.36

[3]
DFT (ωB97M-V/def2-TZVPD) results for C21H46CaNO10S3 as an isolated structure at a distorted geometry.

Last column: Löwdin spin population.
Element x y z (Å)
Ca: 0.5879 4.1304 1.8041  0.000
C: -0.8800 1.1112 -0.9571  0.001
C: -0.3478 2.0781 0.0670  0.000
O: -0.7089 3.2650 0.0540  0.000
O: 0.5984 1.7779 0.8127  0.000
H: -1.6088 0.4956 -0.4297  0.000
H: 0.0175 0.6936 -1.4134  0.000
H: -1.5024 1.7055 -1.6259  0.000
C: -4.5495 -0.1842 1.3613  0.000
C: -3.2612 -0.4925 2.1742  0.000
C: -3.3105 -0.5328 3.7164  0.000
O: -2.8476 -1.7926 1.7500  0.000
H: -4.8036 0.8375 1.0789  0.000
H: -5.4670 -0.5119 1.8500  0.000
H: -4.5506 -0.7225 0.4135  0.000
H: -2.4659 0.1865 1.8670  0.000
H: -3.4676 0.5141 3.9759  0.000
H: -2.3711 -0.9424 4.0877  0.000
H: -4.2228 -0.9362 4.1559  0.000
H: -3.6508 -2.2647 1.9813  0.000
C: 3.9560 1.7680 3.6689  0.000
C: 2.6131 2.2973 3.1776  0.000
C: 1.4262 2.5794 4.2376  0.000
O: 0.2300 2.9469 3.5689  0.000
C: -0.9341 2.8445 4.3288  0.000
N: 2.8420 3.5377 2.4724  0.000
H: 4.5702 2.5713 4.0758  0.000
H: 4.4725 1.1195 2.9614  0.000
H: 3.6949 1.1903 4.5556  0.000
H: 2.3212 1.5344 2.4558  0.000
H: 1.5163 3.4483 4.8895  0.000
H: 1.2591 1.7014 4.8616  0.000
H: -1.1485 1.8772 4.7832  0.000
H: -1.7410 3.2656 3.7290  0.000
H: -0.9169 3.7169 4.9820  0.000
H: 3.4827 3.3165 1.7236  0.000
H: 3.3341 4.2952 2.9242  0.000
C: -3.0751 -1.7356 -2.6515  0.000
C: -1.8158 -1.3940 -3.5989  0.000
C: -2.3390 -0.9086 -5.0215  0.000
S: -3.8484 -0.0092 -4.6481  0.000
O: -4.8278 -0.2827 -5.7113  0.000
O: -3.5242 1.3812 -4.3452  0.000
C: -4.3093 -0.8926 -3.0957  0.000
H: -2.9702 -1.7294 -1.5666  0.000
H: -3.1535 -2.8105 -2.8142  0.000
H: -1.1837 -2.2739 -3.4793  0.000
H: -1.2947 -0.5397 -3.1667  0.000
H: -2.7561 -1.8208 -5.4480  0.000
H: -1.8419 -0.3126 -5.7869  0.000
H: -5.1819 -1.5126 -3.3014  0.000
H: -4.6777 -0.1409 -2.3977  0.000
C: 2.6031 1.2065 -1.9424  0.001
C: 3.7319 1.4767 -2.9445  0.000
C: 4.8708 2.2448 -2.1360  0.001
S: 4.9871 1.3311 -0.5032  0.001
O: 4.8534 2.3020 0.6366  0.002
O: 5.9863 0.2860 -0.5591  0.001
C: 3.3216 0.5929 -0.6734  0.003
H: 2.0179 0.4190 -2.4173  0.000
H: 2.0270 2.1014 -1.7072  0.000
H: 3.4512 2.0652 -3.8180  0.000
H: 4.1155 0.5455 -3.3615  0.000
H: 4.3929 3.1518 -1.7657  0.000
H: 5.7874 2.5455 -2.6435  0.000
H: 2.8278 0.8048 0.2750  0.000
H: 3.5084 -0.4773 -0.7611  0.001
C: -0.4613 -4.2082 0.2934  0.013
C: -0.4720 -4.6651 -1.1735  0.039
C: 1.0631 -4.6176 -1.5942  0.193
S: 1.6199 -3.0246 -0.7649  0.080
O: 1.5128 -2.0706 -1.9010  0.389
O: 2.8452 -3.3002 -0.0527  0.157
C: 0.2487 -2.8131 0.3688  0.081
H: -0.0009 -5.0138 0.8655  0.000
H: -1.5062 -4.1576 0.5995  0.007
H: -0.9789 -4.0044 -1.8768  0.000
H: -0.7738 -5.7118 -1.2120  0.018
H: 1.4075 -4.7060 -2.6245  0.000
H: 1.5990 -5.3441 -0.9834  0.009
H: -0.3912 -2.0383 -0.0534  0.002
H: 0.4393 -2.3649 1.3440  0.000

Results
Molecular weight, g/mol: 608.88
Net charge: +2
DFT total energy, eV: -95413.771
Lowest unoccupied orbital energy (alpha / beta), eV: -5.6 / -11.4
Spin multiplicity: 2
Orbital gap (alpha / beta), eV: 8.56 / 2.76